8
Properties=species:S:1:pos:R:3:forces:R:3:mulliken_charge:R:1 method="wB97M-V/def2-TZVPD" e_homo_ev=-7.4 energy_ha=-2555.1091 largest_force_ev_per_a=4.0 de_lowest_kj_mol=330.77 orbital_gap_ev=7.931
Se -1.913 -0.033 -0.097 -1.322 0.152 -1.626 -0.071
O 2.248 -1.264 0.162 -0.931 0.114 -1.750 -0.336
C -0.329 0.403 0.805 3.323 0.742 -1.211 -0.753
C 1.350 -0.807 -0.443 -1.730 2.068 2.932 0.247
H -0.171 1.542 0.602 0.300 -2.280 1.053 0.272
H 0.858 -0.716 -1.456 0.811 -0.730 0.292 0.250
H -0.037 -0.079 1.818 -1.145 1.106 -1.832 0.310
H -2.006 0.955 -1.390 0.693 -1.174 2.143 0.081